C5H8N2 in the gas phase in a non-equilibrium geometry. Source: OMol25; level of theory: ωB97M-V/def2-TZVPD.

Element x y z (Å)
C 2.129 0.402 0.166
N 0.935 -0.253 -0.390
C 0.404 -1.430 0.001
C -0.932 -1.215 0.201
C -1.202 0.161 -0.017
N -2.419 0.815 0.149
C -0.022 0.734 -0.347
H 2.888 -0.328 -0.033
H 2.301 1.363 -0.321
H 2.093 0.516 1.248
H 0.999 -2.322 0.087
H -1.645 -1.974 0.465
H -3.185 0.182 -0.029
H -2.547 1.628 -0.443
H 0.157 1.748 -0.686

Values from the calculation:
- DFT total energy (eV) = -8293.8435
- 2S+1 = 1
- charge = 0
- SMILES = Cn1ccc(N)c1
- HOMO energy (eV) = -7.6220
- orbital gap (eV) = 8.758



A molecular structure, C13H24As2Cl3GeN2PdS in a non-equilibrium geometry. Source: OMol25; level of theory: ωB97M-V/def2-TZVPD.

Element x y z (Å)
Pd -0.085 -0.367 0.117
C 3.428 -0.283 2.149
As 2.225 0.458 0.795
C 2.854 2.330 0.822
C 2.886 -0.254 -0.906
C 4.033 -1.041 -0.932
C 4.492 -1.579 -2.124
C 3.800 -1.352 -3.301
C 2.635 -0.598 -3.285
C 2.173 -0.041 -2.096
As 0.492 0.989 -2.085
C 1.083 2.812 -2.562
C -0.510 0.502 -3.696
H 3.085 0.064 3.128
H 4.440 0.094 1.975
H 3.428 -1.373 2.154
H 3.743 2.432 0.194
H 3.132 2.578 1.851
H 2.084 3.030 0.491
H 4.584 -1.225 -0.018
H 5.384 -2.185 -2.126
H 4.167 -1.759 -4.233
H 2.098 -0.427 -4.211
H 1.356 2.840 -3.621
H 1.940 3.122 -1.964
H 0.255 3.506 -2.398
H 0.039 0.764 -4.604
H -1.451 1.060 -3.693
H -0.740 -0.563 -3.693
C -1.820 -1.622 3.810
N -1.536 -0.718 2.708
C -2.368 -0.297 1.751
S -1.839 1.110 0.853
N -3.537 -0.808 1.421
C -4.189 -2.026 1.872
H -0.909 -1.747 4.386
H -2.134 -2.598 3.455
H -2.586 -1.207 4.464
H -0.731 -0.111 2.864
H -4.006 -0.329 0.662
H -4.401 -1.999 2.939
H -3.582 -2.901 1.638
H -5.133 -2.117 1.343
Cl 0.834 -2.518 1.042
Ge 0.641 -3.418 -1.167
Cl -1.259 -1.951 -1.284
Cl -0.435 -5.202 -0.712

Values from the calculation:
- DFT total energy (eV) = -246913.3746
- 2S+1 = 2
- charge = +2
- HOMO energy (spin up / spin down) (eV) = -14.5555 / -14.6960
- orbital gap (spin up / spin down) (eV) = 5.624 / 5.891



2 unconnected molecules or ions with the total composition C9H11FO2S2 in a non-equilibrium geometry. Source: OMol25; level of theory: ωB97M-V/def2-TZVPD.

Element x y z (Å)
C -2.012 -0.275 0.824
C -1.810 -1.506 -1.191
C -0.805 -0.789 1.255
C -0.584 -2.044 -0.854
C -2.552 -0.624 -0.386
C -0.035 -1.633 0.458
C -3.797 0.035 -0.896
C 3.024 2.542 0.478
C 3.050 -0.110 -0.335
O 0.855 0.982 0.096
O 2.203 0.699 2.108
F 4.345 -0.153 -0.316
S 1.425 -2.234 1.185
S 2.158 0.978 0.694
H -2.530 0.491 1.517
H -2.163 -1.725 -2.163
H -0.613 -0.417 2.224
H 0.086 -2.636 -1.407
H -3.478 1.030 -1.346
H -4.151 -0.703 -1.767
H -4.572 0.194 -0.172
H 3.900 2.270 0.010
H 2.353 3.059 -0.170
H 3.132 2.977 1.396
H 2.572 -0.410 -1.242

Values from the calculation:
- DFT total energy (eV) = -37989.0958
- 2S+1 = 1
- charge = 0
- HOMO energy (spin up / spin down) (eV) = -7.8492 / -7.8498
- orbital gap (spin up / spin down) (eV) = 5.543 / 5.544



2 unconnected molecules or ions with the total composition C3H9N2O3 in a non-equilibrium geometry. Source: OMol25; level of theory: ωB97M-V/def2-TZVPD.

Element x y z (Å)
C -0.224 -0.871 1.231
N -1.208 -0.869 0.148
C -1.453 0.333 -0.562
O -1.091 1.383 0.047
O -1.959 0.220 -1.688
C 1.133 -0.283 0.910
N 2.129 -1.324 0.456
H -0.061 -1.944 1.421
H -0.651 -0.421 2.115
H -1.197 -1.683 -0.442
H 1.155 0.486 0.154
H 1.584 0.184 1.794
H 2.433 -1.144 -0.494
H 1.747 -2.270 0.499
H -0.726 2.539 -1.112
H -1.054 2.566 -2.556
O -0.558 3.099 -1.921

Values from the calculation:
- DFT total energy (eV) = -12381.9591
- 2S+1 = 1
- charge = -1
- HOMO energy (eV) = -4.8308
- orbital gap (eV) = 8.762



A molecular structure, C5H7Cl2N3 in a non-equilibrium geometry. Source: OMol25; level of theory: ωB97M-V/def2-TZVPD.

Element x y z (Å)
C 0.678 1.036 -0.087
C 2.211 -0.320 -0.088
C 0.612 -1.816 0.549
C -0.558 0.278 0.068
C -1.847 0.829 -0.613
N 1.915 -1.463 0.160
N 1.115 2.189 -0.289
N -0.424 -1.047 -0.102
Cl 3.624 0.230 -0.764
Cl -0.980 0.623 1.962
H 0.481 -2.777 0.297
H 0.487 -1.835 1.624
H -2.522 0.020 -0.464
H -1.786 0.958 -1.629
H -2.275 1.614 -0.117
H 0.532 3.019 -0.350
H -1.263 -1.540 -0.157

Values from the calculation:
- DFT total energy (eV) = -34810.7173
- 2S+1 = 1
- charge = 0
- HOMO energy (eV) = -8.6333
- orbital gap (eV) = 8.987



A gas-phase ion, C8H16N3S (charge +1) in a non-equilibrium geometry. Source: OMol25; level of theory: ωB97M-V/def2-TZVPD.

Element x y z (Å)
C -1.095 1.039 1.880
N -1.290 0.784 0.643
N -2.467 0.432 0.131
C -3.033 -0.717 0.128
S -4.580 -0.978 -0.529
C -0.142 0.886 -0.356
N 0.407 -0.373 -0.475
C 1.634 -0.792 0.200
C 2.746 -1.013 -0.823
C 1.362 -2.064 1.001
C -0.390 1.825 -1.496
C 0.581 2.196 -0.411
H -1.856 0.844 2.617
H -0.154 1.466 2.185
H -2.563 -1.609 0.541
H -4.834 0.303 -0.828
H 0.182 -0.910 -1.299
H 1.919 0.015 0.883
H 3.629 -1.414 -0.334
H 2.426 -1.727 -1.579
H 3.015 -0.082 -1.315
H 2.263 -2.373 1.524
H 1.059 -2.868 0.338
H 0.578 -1.903 1.736
H -1.335 2.342 -1.540
H -0.002 1.542 -2.463
H 1.636 2.167 -0.634
H 0.303 2.982 0.274

Values from the calculation:
- DFT total energy (eV) = -23851.9171
- 2S+1 = 1
- charge = +1
- SMILES = C=[N+](/N=C/S)C1(NC(C)C)CC1
- HOMO energy (eV) = -12.8679
- orbital gap (eV) = 8.916



A gas-phase ion, C9H8N3 (charge +1) in a non-equilibrium geometry. Source: OMol25; level of theory: ωB97M-V/def2-TZVPD.

Element x y z (Å)
C -2.034 -1.024 0.052
C -2.190 0.370 0.216
C -0.838 -1.599 -0.396
C -1.138 1.260 0.061
C 1.513 -1.148 0.477
C 1.273 1.561 -0.122
C 3.876 -0.846 0.009
C 0.347 -0.746 -0.460
C 0.133 0.807 -0.278
N 2.740 -1.311 0.245
N 2.490 1.240 -0.051
N 3.603 0.554 -0.062
H -2.882 -1.751 0.144
H -3.184 0.670 0.360
H -0.787 -2.613 -0.599
H -1.241 2.309 0.312
H 1.250 -1.096 1.480
H 1.010 2.637 -0.118
H 0.801 -0.759 -1.594
H 4.326 1.186 0.021

Values from the calculation:
- DFT total energy (eV) = -13918.9219
- 2S+1 = 1
- charge = +1
- HOMO energy (spin up / spin down) (eV) = -13.0621 / -13.0627
- orbital gap (spin up / spin down) (eV) = 6.575 / 6.576



A molecular structure, C10H12NO2 in a non-equilibrium geometry. Source: OMol25; level of theory: ωB97M-V/def2-TZVPD.

Element x y z (Å)
C -2.251 -0.773 2.692
C -1.120 -1.555 2.761
C -2.403 0.046 1.535
C -0.078 -1.393 1.775
C -1.288 0.276 0.644
C -0.231 -0.548 0.762
C 2.252 -0.765 0.216
C 1.594 1.090 -0.101
C 0.871 -0.270 -0.182
C 1.859 1.754 -1.383
N 0.644 -0.675 -1.651
O 2.774 -1.865 0.325
O 2.821 0.419 0.259
H -2.952 -0.736 3.461
H -0.799 -2.205 3.559
H -3.319 0.712 1.529
H 0.716 -2.097 1.826
H -1.361 0.944 -0.224
H 1.291 1.651 0.767
H 0.964 2.274 -1.717
H 2.296 1.100 -2.189
H 2.755 2.433 -1.236
H -0.168 -0.145 -1.966
H 0.532 -1.702 -1.674
H 1.426 -0.280 -2.147

Values from the calculation:
- DFT total energy (eV) = -16141.3988
- 2S+1 = 1
- charge = +1
- HOMO energy (eV) = -13.1030
- orbital gap (eV) = 9.555